Here is a cluster of 2 separate species, C3H9NS2 in total at a distorted geometry from the Open Molecules 2025 dataset. Energies are from ωB97M-V with the def2-TZVPD basis set.

For the gap between HOMO and LUMO, the calculation gives 3.59 eV. For the total energy, the calculation gives -970.6353 a.u. The calculation puts the relative energy (zero: lowest compared OMol25 entry of this formula, charge and spin) at 515.58 kJ/mol. As for the multiplicity: 1.

XYZ file:
```
15
Properties=species:S:1:pos:R:3:nbo_charge:R:1
N 0.5272 -0.1200 1.3397 -0.75
C -0.5436 0.4093 0.5002 -0.08
C -0.0120 1.4117 -0.5497 -0.61
C -1.3297 -0.7522 -0.1069 -0.62
S -2.5929 -1.3218 1.0092 0.22
S 2.1523 -1.0535 -1.0696 -0.48
H 1.2249 -0.6616 0.7816 0.40
H 0.9755 0.4969 1.9993 0.38
H -1.2228 0.8823 1.2558 0.21
H 0.6063 2.1451 -0.1243 0.22
H -0.8696 1.9339 -1.0753 0.21
H 0.5987 0.8651 -1.2377 0.23
H -0.6347 -1.5999 -0.3622 0.31
H -1.8058 -0.5618 -1.0441 0.25
H 2.9263 -2.0734 -1.3161 0.11
```